[1]
An isolated molecule of C21H17N3O. Source: the OMol25 dataset; level of theory: the ωB97M-V functional and the def2-TZVPD basis.

Gap between HOMO and LUMO   8.1 eV
SMILES string   Cc1cccc(-c2nc(Nc3cccc(O)c3)c3ccccc3n2)c1

```
! RIJCOSX wB97M-V def2-TZVPD def2/J DEFGRID3
* xyz 0 1
C -4.67 3.00 -1.83
C -3.32 2.72 -2.40
C -2.94 3.28 -3.62
C -1.70 3.02 -4.17
C -0.81 2.19 -3.52
C -1.17 1.62 -2.30
C -0.23 0.73 -1.61
N -0.63 0.23 -0.42
C 0.19 -0.56 0.24
N -0.29 -0.99 1.45
C 0.41 -1.26 2.62
C 1.68 -0.76 2.87
C 2.32 -1.05 4.06
C 1.70 -1.82 5.03
C 0.41 -2.30 4.80
O -0.18 -3.05 5.77
C -0.23 -2.02 3.60
C 1.42 -1.01 -0.34
C 2.24 -2.03 0.16
C 3.40 -2.36 -0.49
C 3.78 -1.68 -1.66
C 2.97 -0.72 -2.19
C 1.76 -0.38 -1.56
N 0.94 0.51 -2.16
C -2.42 1.89 -1.76
H -4.73 2.66 -0.79
H -4.89 4.06 -1.86
H -5.44 2.48 -2.40
H -3.64 3.94 -4.14
H -1.43 3.47 -5.11
H 0.16 1.98 -3.93
H -1.28 -0.77 1.57
H 2.17 -0.14 2.13
H 3.31 -0.67 4.24
H 2.18 -2.06 5.96
H -1.06 -3.32 5.49
H -1.23 -2.39 3.42
H 1.95 -2.57 1.05
H 4.03 -3.15 -0.11
H 4.71 -1.95 -2.15
H 3.22 -0.21 -3.11
H -2.68 1.43 -0.81
*
```

Which charges does natural (NBO) predict for the atoms? In e, they are: number 1, C, carries -0.628; number 2, C, carries -0.009; number 3, C, carries -0.205; number 4, C, carries -0.210; number 5, C, carries -0.193; number 6, C, carries -0.017; number 7, C, carries 0.398; number 8, N, carries -0.524; number 9, C, carries 0.474; number 10, N, carries -0.590; number 11, C, carries 0.171; number 12, C, carries -0.240; number 13, C, carries -0.182; number 14, C, carries -0.298; number 15, C, carries 0.335; number 16, O, carries -0.660; number 17, C, carries -0.336; number 18, C, carries -0.222; number 19, C, carries -0.159; number 20, C, carries -0.229; number 21, C, carries -0.186; number 22, C, carries -0.221; number 23, C, carries 0.277; number 24, N, carries -0.504; number 25, C, carries -0.210; number 26, H, carries 0.214; number 27, H, carries 0.217; number 28, H, carries 0.218; number 29, H, carries 0.206; number 30, H, carries 0.211; number 31, H, carries 0.234; number 32, H, carries 0.412; number 33, H, carries 0.217; number 34, H, carries 0.218; number 35, H, carries 0.226; number 36, H, carries 0.480; number 37, H, carries 0.207; number 38, H, carries 0.226; number 39, H, carries 0.217; number 40, H, carries 0.216; number 41, H, carries 0.224; number 42, H, carries 0.227

***

[2]
An isolated molecule of C21H17N3O7S in a non-equilibrium geometry. Source: the OMol25 dataset; level of theory: the ωB97M-V functional and the def2-TZVPD basis.

Gap between HOMO and LUMO   7.8 eV
SMILES string   Cn1c(=O)c(C(=O)NCC(=O)O)c(O)c2cc(S(=O)(=O)n3ccc4ccccc43)ccc21

```
! RIJCOSX wB97M-V def2-TZVPD def2/J DEFGRID3
* xyz 0 1
C 0.38 3.65 -0.45
N -0.28 2.38 -0.83
C -0.44 2.03 -2.16
O -0.30 2.89 -3.01
C -0.93 0.71 -2.54
C -1.19 0.39 -3.97
O -1.63 -0.74 -4.27
N -0.84 1.24 -5.01
C -1.03 0.93 -6.40
C -0.61 2.12 -7.26
O -1.35 2.47 -8.15
O 0.56 2.70 -6.98
C -1.18 -0.18 -1.54
O -1.64 -1.45 -1.83
C -1.03 0.17 -0.15
C -1.35 -0.72 0.88
C -1.30 -0.28 2.24
S -1.70 -1.47 3.54
O -1.87 -0.76 4.83
O -2.89 -2.23 3.13
N -0.23 -2.48 3.44
C -0.11 -3.72 2.82
C 1.15 -4.18 2.93
C 1.91 -3.17 3.64
C 3.26 -3.07 4.01
C 3.75 -1.94 4.68
C 2.90 -0.85 4.98
C 1.54 -0.92 4.53
C 1.05 -2.09 3.88
C -1.01 1.06 2.58
C -0.70 1.91 1.54
C -0.64 1.50 0.19
H 1.18 3.45 0.22
H -0.39 4.25 0.06
H 0.83 4.18 -1.30
H -0.48 2.18 -4.78
H -0.48 0.02 -6.69
H -2.10 0.79 -6.59
H 0.66 3.47 -7.59
H -1.90 -1.43 -2.78
H -1.60 -1.76 0.70
H -0.94 -4.28 2.36
H 1.49 -5.15 2.62
H 3.91 -3.94 3.83
H 4.77 -1.92 4.98
H 3.32 -0.03 5.54
H 0.88 -0.06 4.69
H -0.98 1.40 3.63
H -0.46 2.93 1.82
*
```

Which charges does natural (NBO) predict for the atoms? In e, they are: number 1, C, carries -0.414; number 2, N, carries -0.418; number 3, C, carries 0.667; number 4, O, carries -0.654; number 5, C, carries -0.337; number 6, C, carries 0.684; number 7, O, carries -0.671; number 8, N, carries -0.608; number 9, C, carries -0.317; number 10, C, carries 0.779; number 11, O, carries -0.577; number 12, O, carries -0.676; number 13, C, carries 0.462; number 14, O, carries -0.661; number 15, C, carries -0.188; number 16, C, carries -0.100; number 17, C, carries -0.353; number 18, S, carries 2.239; number 19, O, carries -0.880; number 20, O, carries -0.888; number 21, N, carries -0.595; number 22, C, carries -0.021; number 23, C, carries -0.294; number 24, C, carries -0.025; number 25, C, carries -0.195; number 26, C, carries -0.230; number 27, C, carries -0.211; number 28, C, carries -0.229; number 29, C, carries 0.110; number 30, C, carries -0.140; number 31, C, carries -0.281; number 32, C, carries 0.318; number 33, H, carries 0.206; number 34, H, carries 0.206; number 35, H, carries 0.256; number 36, H, carries 0.453; number 37, H, carries 0.232; number 38, H, carries 0.234; number 39, H, carries 0.506; number 40, H, carries 0.523; number 41, H, carries 0.261; number 42, H, carries 0.245; number 43, H, carries 0.233; number 44, H, carries 0.214; number 45, H, carries 0.214; number 46, H, carries 0.221; number 47, H, carries 0.221; number 48, H, carries 0.256; number 49, H, carries 0.228

***

[3]
A structure of composition C21H17N4O8OsS2 in a non-equilibrium geometry. Source: the OMol25 dataset; level of theory: the ωB97M-V functional and the def2-TZVPD basis.

Gap between HOMO and LUMO (alpha / beta)   5.0 / 5.1 eV

```
! RIJCOSX wB97M-V def2-TZVPD def2/J DEFGRID3
* xyz 1 1
Os -0.08 -0.83 -0.02
O -1.99 -1.54 0.15
C -2.54 -1.95 1.19
C -1.94 -2.14 2.46
C -2.77 -2.57 3.52
C -2.23 -2.80 4.74
C -0.85 -2.63 4.98
C -0.03 -2.23 3.97
C -0.55 -1.96 2.69
O 0.29 -1.54 1.78
N -3.11 -3.22 5.85
O -4.28 -3.36 5.60
O -2.58 -3.43 6.92
H -3.60 -2.20 1.10
H -3.83 -2.71 3.36
H -0.47 -2.82 5.98
H 1.03 -2.08 4.13
O 4.06 0.89 0.59
C 4.21 1.27 -0.68
C 5.41 1.93 -0.98
C 5.65 2.40 -2.25
C 4.71 2.22 -3.28
C 3.54 1.57 -3.00
C 3.26 1.07 -1.71
C 2.01 0.39 -1.46
O 1.80 -0.22 -0.33
N 1.07 0.35 -2.41
N -0.01 -0.34 -1.99
C -0.87 -0.57 -3.01
S -2.22 -1.57 -2.81
C -2.58 -1.67 -4.59
C -2.18 -0.34 -5.20
S -0.56 0.13 -4.53
H 3.19 0.49 0.73
H 6.12 2.07 -0.18
H 6.58 2.91 -2.46
H 4.91 2.60 -4.27
H 2.80 1.41 -3.77
H -3.64 -1.86 -4.70
H -2.01 -2.50 -5.01
H -2.89 0.45 -4.96
H -2.08 -0.41 -6.28
O 1.10 1.37 2.03
C 0.12 1.75 1.45
C -0.58 3.08 1.62
C -1.73 3.07 0.61
C -1.63 1.72 -0.08
O -2.30 1.33 -1.00
N -0.59 0.99 0.49
H 0.14 3.88 1.45
H -0.91 3.17 2.66
H -1.65 3.85 -0.14
H -2.71 3.15 1.06
*
```

Which charges does natural (NBO) predict for the atoms? In e, they are: number 1, Os, carries 1.443; number 2, O, carries -0.589; number 3, C, carries 0.434; number 4, C, carries -0.314; number 5, C, carries -0.090; number 6, C, carries -0.020; number 7, C, carries -0.100; number 8, C, carries -0.282; number 9, C, carries 0.501; number 10, O, carries -0.654; number 11, N, carries 0.533; number 12, O, carries -0.363; number 13, O, carries -0.350; number 14, H, carries 0.182; number 15, H, carries 0.260; number 16, H, carries 0.267; number 17, H, carries 0.253; number 18, O, carries -0.646; number 19, C, carries 0.373; number 20, C, carries -0.274; number 21, C, carries -0.137; number 22, C, carries -0.257; number 23, C, carries -0.140; number 24, C, carries -0.209; number 25, C, carries 0.568; number 26, O, carries -0.641; number 27, N, carries -0.378; number 28, N, carries -0.368; number 29, C, carries -0.059; number 30, S, carries 0.491; number 31, C, carries -0.530; number 32, C, carries -0.550; number 33, S, carries 0.505; number 34, H, carries 0.513; number 35, H, carries 0.238; number 36, H, carries 0.225; number 37, H, carries 0.226; number 38, H, carries 0.226; number 39, H, carries 0.260; number 40, H, carries 0.242; number 41, H, carries 0.246; number 42, H, carries 0.261; number 43, O, carries -0.529; number 44, C, carries 0.685; number 45, C, carries -0.521; number 46, C, carries -0.505; number 47, C, carries 0.686; number 48, O, carries -0.566; number 49, N, carries -0.577; number 50, H, carries 0.261; number 51, H, carries 0.258; number 52, H, carries 0.257; number 53, H, carries 0.255

***

[4]
A structure of composition C21H18AsN7O2S5Tc in a non-equilibrium geometry. Source: the OMol25 dataset; level of theory: the ωB97M-V functional and the def2-TZVPD basis.

Gap between HOMO and LUMO   4.9 eV

```
! RIJCOSX wB97M-V def2-TZVPD def2/J DEFGRID3
* xyz 3 1
Tc -1.06 -0.18 1.10
N 2.97 -3.38 -5.33
C 2.14 -2.86 -4.41
C 1.78 -3.58 -3.25
C 1.01 -3.03 -2.29
C 0.46 -1.75 -2.51
C 0.73 -1.04 -3.70
C 1.55 -1.58 -4.67
S -0.83 -1.16 -1.57
O -1.02 -1.95 -0.31
O -2.07 -1.00 -2.36
N -0.51 0.30 -0.99
C 0.88 0.41 -0.64
N 1.05 0.03 0.64
C 2.28 0.16 1.15
C 3.32 0.47 0.35
C 3.05 0.79 -1.00
N 1.81 0.78 -1.49
H 3.45 -4.28 -5.35
H 3.04 -2.87 -6.21
H 2.14 -4.65 -3.16
H 0.73 -3.65 -1.44
H 0.30 -0.12 -3.88
H 1.85 -1.01 -5.53
H 2.42 -0.17 2.20
H 4.34 0.54 0.66
H 3.88 1.04 -1.65
C -2.97 5.23 1.16
C -2.44 5.04 2.44
C -1.78 3.90 2.84
C -1.76 2.83 1.96
C -2.53 2.88 0.73
C -3.13 4.18 0.32
N -1.11 1.51 2.27
N -0.68 1.54 3.44
C -0.13 0.32 3.82
C 0.60 0.23 5.02
C 1.11 -1.01 5.29
C 1.00 -2.08 4.44
C 0.18 -1.92 3.35
N -0.30 -0.73 2.98
H -3.30 6.25 0.89
H -2.62 5.94 3.08
H -1.24 3.72 3.74
H -2.20 2.33 -0.15
H -3.57 4.30 -0.61
H 0.59 1.13 5.66
H 1.62 -1.10 6.26
H 1.39 -3.04 4.66
H 0.03 -2.75 2.61
S -1.63 -3.37 -4.67
As -2.89 -1.90 -4.02
S -3.89 1.76 1.38
S -3.22 -0.15 0.95
S -4.79 -1.26 -4.19
*
```

Which charges does natural (NBO) predict for the atoms? In e, they are: number 1, Tc, carries 0.583; number 2, N, carries -0.732; number 3, C, carries 0.269; number 4, C, carries -0.286; number 5, C, carries -0.107; number 6, C, carries -0.533; number 7, C, carries -0.113; number 8, C, carries -0.257; number 9, S, carries 2.318; number 10, O, carries -0.889; number 11, O, carries -0.966; number 12, N, carries -0.854; number 13, C, carries 0.565; number 14, N, carries -0.517; number 15, C, carries 0.096; number 16, C, carries -0.275; number 17, C, carries 0.150; number 18, N, carries -0.421; number 19, H, carries 0.432; number 20, H, carries 0.411; number 21, H, carries 0.254; number 22, H, carries 0.253; number 23, H, carries 0.229; number 24, H, carries 0.246; number 25, H, carries 0.226; number 26, H, carries 0.269; number 27, H, carries 0.241; number 28, C, carries -0.232; number 29, C, carries 0.047; number 30, C, carries -0.290; number 31, C, carries 0.344; number 32, C, carries -0.471; number 33, C, carries 0.012; number 34, N, carries -0.116; number 35, N, carries -0.101; number 36, C, carries 0.278; number 37, C, carries -0.165; number 38, C, carries -0.108; number 39, C, carries -0.200; number 40, C, carries 0.101; number 41, N, carries -0.441; number 42, H, carries 0.279; number 43, H, carries 0.278; number 44, H, carries 0.283; number 45, H, carries 0.324; number 46, H, carries 0.253; number 47, H, carries 0.280; number 48, H, carries 0.270; number 49, H, carries 0.273; number 50, H, carries 0.247; number 51, S, carries -0.208; number 52, As, carries 1.141; number 53, S, carries 0.255; number 54, S, carries 0.213; number 55, S, carries -0.139

***

[5]
A structure of composition C21H18BrN3O3Tc in a non-equilibrium geometry. Source: the OMol25 dataset; level of theory: the ωB97M-V functional and the def2-TZVPD basis.

Gap between HOMO and LUMO (alpha / beta)   5.8 / 6.4 eV
Expectation value of S²   1.06

```
! RIJCOSX wB97M-V def2-TZVPD def2/J DEFGRID3
* xyz 2 2
Tc 0.11 -0.27 -0.16
O -0.95 -1.84 -0.59
C -2.14 -1.99 -1.10
C -2.56 -3.29 -1.46
C -3.80 -3.47 -2.01
C -4.69 -2.39 -2.21
C -4.31 -1.13 -1.85
C -3.04 -0.89 -1.28
C -2.71 0.42 -0.89
N -1.58 0.78 -0.31
C -1.48 2.20 0.11
C -0.03 2.67 0.14
N 0.90 1.61 -0.27
C 2.02 2.00 -0.81
C 3.06 1.15 -1.26
C 4.23 1.71 -1.80
C 5.25 0.90 -2.24
C 5.12 -0.49 -2.17
C 3.97 -1.08 -1.66
C 2.93 -0.26 -1.21
O 1.84 -0.85 -0.74
H -1.87 -4.11 -1.32
H -4.11 -4.46 -2.30
H -5.66 -2.57 -2.65
H -4.98 -0.29 -2.00
H -3.46 1.19 -1.06
H -1.93 2.28 1.10
H -2.08 2.82 -0.56
H 0.25 2.97 1.16
H 0.10 3.55 -0.50
H 2.18 3.07 -0.94
H 4.32 2.79 -1.86
H 6.15 1.33 -2.65
H 5.92 -1.12 -2.52
H 3.86 -2.15 -1.61
O 0.51 -1.82 5.78
C 0.42 -1.47 4.51
C 0.01 -0.21 4.07
C -0.04 0.02 2.72
N 0.27 -0.91 1.78
C 0.67 -2.14 2.22
Br 1.13 -3.45 0.99
C 0.75 -2.44 3.56
H 0.27 -1.10 6.39
H -0.26 0.58 4.76
H -0.35 0.99 2.35
H 1.07 -3.42 3.88
*
```

Which charges does natural (NBO) predict for the atoms? In e, they are: number 1, Tc, carries 1.463; number 2, O, carries -0.601; number 3, C, carries 0.461; number 4, C, carries -0.278; number 5, C, carries -0.098; number 6, C, carries -0.206; number 7, C, carries -0.119; number 8, C, carries -0.226; number 9, C, carries 0.211; number 10, N, carries -0.503; number 11, C, carries -0.246; number 12, C, carries -0.246; number 13, N, carries -0.510; number 14, C, carries 0.218; number 15, C, carries -0.231; number 16, C, carries -0.116; number 17, C, carries -0.207; number 18, C, carries -0.106; number 19, C, carries -0.270; number 20, C, carries 0.435; number 21, O, carries -0.595; number 22, H, carries 0.247; number 23, H, carries 0.247; number 24, H, carries 0.250; number 25, H, carries 0.234; number 26, H, carries 0.221; number 27, H, carries 0.226; number 28, H, carries 0.233; number 29, H, carries 0.224; number 30, H, carries 0.232; number 31, H, carries 0.216; number 32, H, carries 0.234; number 33, H, carries 0.249; number 34, H, carries 0.246; number 35, H, carries 0.246; number 36, O, carries -0.587; number 37, C, carries 0.431; number 38, C, carries -0.309; number 39, C, carries 0.085; number 40, N, carries -0.484; number 41, C, carries 0.157; number 42, Br, carries 0.213; number 43, C, carries -0.303; number 44, H, carries 0.512; number 45, H, carries 0.255; number 46, H, carries 0.213; number 47, H, carries 0.280

***

Number 1: molecular weight 327.39 g/mol. Number 2: molecular weight 455.45 g/mol. Number 3: molecular weight 707.75 g/mol. Number 4: molecular weight 733.68 g/mol. Number 5: molecular weight 538.30 g/mol.